(1)
Molecular formula: C6H8BrClN2O3
Method: DFT, wB97M-V/def2-TZVPD

Structure (ORCA input):
```
! wB97M-V def2-TZVPD RIJCOSX def2/J DEFGRID3
* xyz 0 1
C -1.88819 -1.17820 0.74243
C 0.21172 0.22166 0.56524
C -1.26433 0.38910 -1.38620
C -2.39429 0.00672 -0.42150
C -0.15133 -1.72239 2.30441
C 0.74482 1.97967 -1.09436
N -0.64763 -0.80547 1.13817
N -0.18370 0.88265 -0.51020
O -2.53600 -2.14124 1.02886
O 1.27125 0.41476 1.13948
O -0.81599 -0.72156 -2.07063
Cl -3.81211 -0.70390 -1.24862
Br -3.00025 1.56711 0.52675
H -1.57888 1.17386 -2.14400
H -0.44638 -1.25236 3.30834
H -0.55975 -2.62479 2.09388
H 0.92358 -1.77515 2.35304
H 0.08829 2.87676 -1.25024
H 1.59915 2.08263 -0.28675
H 1.04566 1.78875 -2.15793
H -1.29618 -0.99237 -2.84638
*
```

Output
- energy above the lowest of the compared OMol25 structures with the same formula, charge and spin (kJ/mol) = 0.0
- E_tot (a.u.) = -3602.8613
- E_LUMO (Ha) = 0.01551
- orbital gap (Ha) = 0.3852


(2)
Molecular formula: C6H8Cl16
Method: DFT, wB97M-V/def2-TZVPD

Structure (ORCA input):
```
! wB97M-V def2-TZVPD RIJCOSX def2/J DEFGRID3
* xyz -1 2
C 2.48158 -3.05485 -2.40389
Cl 1.41563 -1.77589 -1.93568
Cl 2.63194 -4.25605 -1.10777
Cl 4.05026 -2.29685 -2.90697
H 2.07699 -3.55538 -3.28360
C 3.93001 -1.59856 1.70973
Cl 2.21665 -1.78351 1.37048
Cl 4.77382 -0.86077 0.33833
Cl 4.64328 -3.13292 2.20529
H 4.03157 -0.91559 2.55314
C 2.47297 3.32230 2.56518
Cl 3.53057 1.87715 2.62772
Cl 2.74561 4.33678 1.15635
Cl 2.55201 4.10465 4.13718
H 1.43834 2.99845 2.45224
C -1.04391 -0.67145 0.87129
Cl -1.13817 -1.56441 2.37170
Cl -0.27566 0.92745 1.15358
Cl -2.65594 -0.60370 0.16497
H -0.34882 -1.21752 0.23352
C -6.00501 -0.36387 -0.83939
Cl -7.58598 -1.21344 -0.93571
Cl -5.10865 -0.20110 -2.34263
H -6.17263 0.65175 -0.48092
H -5.31000 -0.87989 -0.17698
C -1.87942 2.40821 -1.73760
Cl -3.16515 2.82335 -2.85489
Cl -0.64070 1.40787 -2.59175
H -1.39079 3.31164 -1.37267
H -2.27031 1.77625 -0.94015
*
```

Output
- E_tot (a.u.) = -7596.4503
- E_LUMO (alpha / beta) (Ha) = 0.08670 / 0.08631
- orbital gap (alpha / beta) (Ha) = 0.0956 / 0.3378


(3)
Molecular formula: C6H8Cl2
Method: DFT, wB97M-V/def2-TZVPD

Structure (ORCA input):
```
! wB97M-V def2-TZVPD RIJCOSX def2/J DEFGRID3
* xyz 0 1
C -1.80825 1.07676 1.09723
C -0.71878 0.14404 0.55113
C 0.58648 -0.06637 0.86782
C 0.66840 -1.30735 -0.00608
C 1.61886 -1.20198 -1.19374
Cl 1.05478 -2.78233 0.82129
C -0.78981 -1.10699 -0.40899
Cl -1.96889 -2.34667 0.06244
H -1.27629 2.02728 1.33196
H -2.05259 0.55770 2.09469
H -2.79283 1.15028 0.46126
H 1.33957 0.52586 1.46635
H 1.48336 -2.02665 -1.87525
H 2.63188 -1.18031 -0.90032
H 1.56249 -0.22918 -1.56253
H -1.07102 -0.92099 -1.48190
*
```

Output
- energy above the lowest of the compared OMol25 structures with the same formula, charge and spin (kJ/mol) = 68.9
- E_tot (a.u.) = -1153.7419
- E_LUMO (Ha) = 0.03069
- orbital gap (Ha) = 0.3861


(4)
Molecular formula: C6H8Cl2Si
Method: DFT, wB97M-V/def2-TZVPD

Structure (ORCA input):
```
! wB97M-V def2-TZVPD RIJCOSX def2/J DEFGRID3
* xyz 0 1
C 0.52384 1.46230 2.49554
C -0.30959 2.07853 1.64075
C -0.45029 -0.26325 1.34591
C 0.37812 0.11535 2.29093
C -1.07011 1.14633 0.83768
C 0.60441 -2.26518 -2.09516
Si 0.86629 -0.42873 -2.14078
Cl 0.99359 -2.91928 -3.66976
Cl -1.17222 -2.79296 -1.84985
H 1.24711 1.85326 3.16320
H -0.17817 3.13073 1.43042
H -0.90854 -1.19010 1.14738
H -2.18148 1.08357 0.85725
H -0.84944 1.44071 -0.10829
H 1.28125 -2.89492 -1.49138
H -0.47336 0.14037 -2.60515
H 1.69857 0.30325 -1.24869
*
```

Output
- energy above the lowest of the compared OMol25 structures with the same formula, charge and spin (kJ/mol) = 767.5
- E_tot (a.u.) = -1443.0497
- E_LUMO (alpha / beta) (Ha) = -0.01728 / -0.03213
- orbital gap (alpha / beta) (Ha) = 0.2614 / 0.2930